Record 1
Below is a gas-phase ion, C20H41FN5O3 (charge +1) in a non-equilibrium geometry, with properties calculated with ωB97M-V/def2-TZVPD.

Geometry as XYZ:
```
70
Properties=species:S:1:pos:R:3:forces:R:3
H 5.082 -1.325 -0.142 -0.53 0.57 0.30
H -2.738 0.662 0.846 -0.08 0.75 -0.26
H 5.366 1.705 -0.683 0.11 -0.56 0.43
H 9.133 0.065 -0.540 -0.60 -0.18 0.00
H -4.823 -3.299 0.267 -0.66 -0.20 0.05
H -0.718 3.227 0.338 0.89 -0.57 -0.10
H -4.820 1.297 2.384 0.08 0.04 -0.60
H -0.862 0.871 1.936 0.21 0.72 0.02
H 3.194 0.979 2.231 0.09 0.58 -0.53
C 0.335 1.247 -0.852 4.94 -1.96 0.53
N 3.431 -0.239 -0.783 0.09 -0.48 -0.62
C -6.999 -0.905 -0.878 0.60 -0.10 0.24
H -5.397 -3.862 1.859 -0.26 0.22 -0.69
C -6.705 0.253 0.172 0.02 -1.33 -1.05
H 7.803 -0.685 -1.483 0.20 0.19 0.59
O -6.646 -2.512 0.984 -0.36 -0.26 -0.48
H 7.582 1.538 0.420 -0.57 -0.45 0.14
H 2.211 -3.013 -3.831 -0.72 -0.08 0.32
H -6.059 -1.094 -1.455 -0.59 0.24 0.37
H -5.295 2.368 1.019 0.50 -0.45 0.26
H -0.211 -3.255 -3.507 -0.11 -0.22 0.48
C -4.682 1.482 1.299 0.33 -0.62 -0.80
C -0.862 1.974 2.100 0.10 0.45 0.10
C 4.654 -0.309 0.026 1.38 0.28 -0.42
O 4.024 2.611 1.186 -0.71 -0.83 -2.22
C 8.130 -0.397 -0.462 -0.09 -0.02 0.43
F -0.846 1.460 -1.297 0.02 0.11 0.10
C 2.577 -2.412 -1.782 0.15 0.53 -1.27
C 2.349 0.477 -0.565 -0.29 0.27 0.06
N 1.261 0.423 -1.383 -0.92 0.34 0.12
H 4.510 -0.221 1.118 -0.25 0.19 -0.64
H -0.078 -2.822 -1.917 -0.04 -0.13 -0.29
C 2.901 1.851 1.597 0.45 -0.08 2.18
H 0.587 3.532 1.488 -0.08 -0.63 -0.49
H -2.505 3.517 2.112 0.18 -0.57 -0.17
H 1.288 -1.546 -3.365 0.65 -0.52 0.28
H -7.272 0.026 1.099 0.33 0.42 -0.47
C -2.365 2.417 2.094 0.04 -1.04 0.27
C 5.743 0.675 -0.542 0.29 -0.57 -0.47
H 5.386 3.588 2.013 -0.37 -0.26 -0.11
H 3.068 -0.516 -2.899 -0.05 -0.23 0.79
O 4.562 3.179 2.336 0.36 0.48 1.46
H -4.829 -0.711 0.826 -0.24 0.59 -0.13
H -3.112 2.279 0.009 0.20 -0.65 0.30
H -2.792 2.029 3.051 0.31 0.41 -0.58
C 3.412 -1.090 -2.014 0.41 -0.64 0.29
N 0.384 -3.317 -2.679 0.69 0.01 -0.49
C -5.741 -3.593 0.832 0.73 -0.20 0.97
H 3.311 -3.247 -1.757 -0.79 0.35 0.14
C 1.607 -2.562 -3.017 0.13 0.67 0.64
H 8.263 -1.326 0.140 -0.10 0.57 -0.55
H -7.079 1.179 -0.319 0.48 -0.30 0.75
H 5.957 0.290 -1.570 -0.26 0.47 0.60
H -7.743 -0.584 -1.644 0.26 -0.39 0.71
H 4.473 -1.350 -2.229 -0.70 0.25 0.29
H -7.195 -3.099 -0.905 -0.26 0.69 0.24
H -4.679 0.415 -0.573 -0.33 -0.28 0.57
H -0.395 2.162 3.092 -0.36 -0.18 -0.52
N 2.135 1.367 0.483 -0.01 -0.51 -1.09
H 2.017 -2.389 -0.824 0.31 0.11 -0.57
H -6.193 -4.513 0.405 0.11 0.65 0.02
H -8.500 -2.274 -0.036 0.82 0.08 0.47
C -3.157 1.690 0.949 -0.71 0.64 1.14
C 0.009 2.716 1.007 -0.77 0.34 1.69
C 7.088 0.563 0.257 0.01 -1.14 -0.48
H 2.324 2.514 2.286 -0.19 -0.60 -0.80
C -7.396 -2.252 -0.204 -0.29 -0.17 -1.13
H 6.841 0.040 1.211 0.33 0.93 -0.30
C -5.170 0.264 0.421 -0.37 1.35 0.06
N 0.866 1.786 0.246 -4.16 2.93 -0.08
```
Positions in Å, forces in eV/Å.

Its total energy is -1385.58513 Ha. Its total charge is +1. The lowest unoccupied orbital energy is -2.4 eV. The gap between HOMO and LUMO is 8.9375 eV. The structure (SMILES) is CCCCN(CCCN)c1nc(F)n(CCCCCCCCCOC)[n+]1COO. The value obtained for the highest occupied orbital energy is -11.34 eV. The calculation puts the energy relative to the best compared isomer or geometry (same formula, charge and spin) at 75.6 kcal/mol.

Mulliken atomic charge list, values in e, 4 entries:
1 H 0.4065
2 H 0.2105
3 H 0.3383
4 H 0.3254

Record 2
Below is a molecular structure, C20H41N2P3ReS in a non-equilibrium geometry, with properties calculated with ωB97M-V/def2-TZVPD.

Geometry as XYZ:
```
68
Properties=species:S:1:pos:R:3:forces:R:3
H 1.722 -2.680 -0.660 -0.27 0.34 -0.11
H 4.074 4.805 -1.495 -0.46 -0.12 0.40
H -2.734 0.843 3.666 0.31 0.35 -0.21
C 3.641 4.166 -0.716 -0.77 -0.28 -0.23
C 1.115 -2.111 -1.375 -0.29 -0.29 0.25
C -3.103 -2.726 -3.772 0.55 -0.90 -0.38
C -0.504 2.195 -0.571 -2.07 0.78 -0.98
C -1.948 0.386 3.053 0.65 -0.51 0.35
H -3.478 -0.645 -0.934 1.18 0.13 -0.41
C -3.428 -2.168 -2.519 1.27 -0.77 0.36
H 3.856 0.350 -0.856 -0.10 -0.20 -0.08
C 2.902 -1.450 1.608 0.16 0.43 -0.48
H 0.166 2.734 -1.268 -0.65 -0.36 -0.21
H 0.136 -2.583 1.086 0.05 0.21 0.20
H -2.432 -2.126 -4.395 -0.56 -0.42 -0.33
H 1.868 3.577 -1.701 0.31 -0.22 0.93
P 1.470 -0.282 -1.376 1.51 -1.51 -0.94
H 0.432 2.499 3.672 -0.09 0.28 0.10
H -1.906 1.853 -2.147 0.06 -0.76 -0.12
N 2.446 3.549 -0.845 1.43 -0.26 0.04
P 1.304 -0.559 1.866 0.41 -3.27 2.78
C -3.418 -4.067 -4.038 0.56 1.95 -0.90
H 0.063 -2.389 -1.239 0.17 0.28 0.04
H -2.518 1.446 -0.502 0.43 -0.58 -0.42
C -4.387 -4.315 -1.841 0.10 0.49 0.61
C 3.333 -0.416 -1.442 0.28 0.35 0.42
H -3.206 2.971 2.377 0.62 -0.50 0.33
C 3.341 2.854 1.089 -0.06 0.56 -1.88
H 0.017 3.769 2.493 -0.09 -0.09 0.06
P -1.072 1.636 1.997 -2.31 0.14 1.76
C 1.217 -0.019 -3.183 -0.81 0.72 -0.02
H -4.735 -4.990 -1.058 -0.20 0.43 -0.15
H -1.095 2.929 0.020 1.02 0.17 -0.36
H 2.173 -0.092 -3.715 -0.32 0.02 0.29
H -3.129 -4.488 -4.995 0.00 -0.01 0.10
H 2.325 0.777 3.639 -0.13 -0.12 0.11
C -0.383 2.941 3.090 0.69 -0.40 -0.15
H -1.287 -0.149 3.738 -0.08 0.04 -0.10
H 3.637 -1.404 -1.083 -0.02 0.27 -0.02
H 5.161 4.086 0.869 -0.09 0.11 0.08
H -4.233 -2.637 -0.553 -0.26 0.07 -0.27
H 0.550 -0.792 -3.581 0.01 0.29 0.14
C -4.079 -4.861 -3.094 0.00 0.02 0.07
H 3.692 -0.744 1.335 0.07 -0.23 0.05
H -4.282 -5.901 -3.326 -0.09 0.08 0.09
C 1.641 -0.081 3.622 -0.19 0.23 -0.11
H 2.815 -2.224 0.839 0.10 0.26 0.23
S -2.451 -0.866 -1.845 -2.44 -0.89 -0.24
H 3.429 2.265 2.002 -0.02 0.33 -0.26
H -3.397 1.607 1.254 0.09 0.32 0.19
H 3.180 -1.928 2.557 -0.18 0.15 -0.26
C -4.106 -2.984 -1.577 -0.68 -1.25 0.97
C -2.722 2.420 1.558 -0.05 0.03 -0.96
H 0.739 0.163 4.193 0.23 0.02 -0.14
C 0.227 -2.057 2.044 -0.34 0.13 -0.22
H 0.782 0.959 -3.378 -0.07 0.06 -0.26
H -2.464 -0.357 2.430 0.25 0.22 -0.08
Re 0.931 1.243 0.479 0.03 -0.12 0.05
C 4.197 3.776 0.494 0.39 -0.58 0.98
H 2.154 -0.918 4.120 -0.28 0.25 -0.17
H -2.702 3.160 0.761 0.01 0.00 -0.12
H 3.672 -0.318 -2.481 -0.17 -0.02 0.35
H 0.690 -2.754 2.759 0.09 0.36 -0.14
H 1.403 -2.484 -2.370 0.05 0.34 0.24
H -1.150 3.343 3.764 0.06 -0.26 -0.19
C -1.645 1.439 -1.167 0.26 2.47 -0.10
H -0.778 -1.834 2.410 0.26 0.04 -0.12
N 2.272 2.657 0.213 0.51 1.20 -0.43
```
Positions in Å, forces in eV/Å.

Its total energy is -2394.99178 Ha. Its total charge is +4. Its expectation value of S² is 3.793. The lowest unoccupied orbital energy (alpha / beta) is -13.4 / -14.0 eV. The gap between HOMO and LUMO (alpha / beta) is 6.4659 / 6.3957 eV. The spin multiplicity is 4. The value obtained for the highest occupied orbital energy (alpha / beta) is -19.91 / -20.42 eV. The calculation puts the energy relative to the best compared isomer or geometry (same formula, charge and spin) at 48.7 kcal/mol.

Mulliken atomic charge list, values in e, 4 entries:
1 H 0.4692
2 H 0.4972
3 H 0.5206
4 C -0.0688

Record 3
Below is 6 unconnected molecules or ions with the total composition C20H42ClN6O8 in a non-equilibrium geometry, with properties calculated with ωB97M-V/def2-TZVPD.

Geometry as XYZ:
```
77
Properties=species:S:1:pos:R:3:forces:R:3
O 0.000 -6.884 3.026 -0.13 -0.10 -0.02
H -3.155 -1.697 0.194 -0.01 0.04 0.07
H -1.370 5.619 1.332 -0.02 -0.12 0.08
H 0.668 -6.239 -5.221 0.11 0.00 0.47
N 2.495 3.770 3.564 0.00 0.22 -0.28
C 3.762 3.112 3.313 -0.19 -0.06 0.18
H -2.221 -8.330 2.272 0.02 -0.13 -0.07
C -1.861 -7.987 1.299 0.24 0.04 0.19
H -0.929 0.326 1.585 -0.06 -0.01 0.15
O -2.744 -4.919 -2.993 2.04 1.50 -0.65
H -3.917 5.379 1.169 -0.13 0.03 0.14
H -0.144 -6.789 -2.625 0.16 0.18 -0.81
C -0.470 -6.165 -3.489 -2.63 1.97 0.99
C -1.283 -4.874 -2.864 -0.51 -0.16 -3.13
O -1.632 2.005 0.090 0.02 0.23 0.02
H -1.785 -2.973 -3.557 -1.23 -0.23 -0.91
C 2.005 4.719 2.735 0.22 -0.03 -0.05
C -2.545 2.588 0.640 0.00 0.12 0.01
C -2.242 -5.649 0.498 -0.01 -0.34 -0.02
O -2.107 -2.389 -1.400 -0.12 0.09 0.13
H 4.221 3.491 2.401 -0.09 0.03 0.04
H -1.298 -6.668 -4.056 0.97 0.16 0.37
H -0.724 -1.247 2.404 -0.08 0.08 0.13
H 3.595 2.038 3.210 0.17 0.00 -0.03
C -1.264 4.618 0.921 -0.01 -0.32 -0.24
H 0.436 -2.519 -0.358 0.22 0.12 -0.16
C 0.200 -1.465 -0.201 -0.21 -0.18 -0.23
O 1.184 -2.982 -3.734 -0.02 -0.69 -0.57
H 3.788 8.810 -0.571 -0.05 0.03 -0.05
O 2.288 -3.637 -1.919 -0.47 -1.46 -1.35
C -3.623 4.495 1.740 0.32 0.05 -0.08
H 3.169 5.370 -1.817 -0.13 -0.13 0.03
C -1.300 -0.698 1.653 0.33 -0.11 -0.17
H 0.937 -1.022 0.468 -0.12 0.00 0.04
H 1.584 4.280 5.369 -0.08 -0.10 0.06
H 0.749 3.029 4.430 0.00 -0.01 0.15
C 1.752 -3.854 -3.052 0.16 1.44 1.60
H 0.874 8.266 -2.048 -0.01 0.12 -0.13
C 1.943 8.302 -2.270 0.00 -0.31 0.06
O 4.227 6.977 0.173 -0.22 -0.05 -0.16
C -2.032 -3.968 -3.970 1.90 -2.58 4.10
N -1.138 -1.343 0.370 -0.40 -0.07 0.15
C 1.799 -5.295 -3.768 0.42 1.33 -1.14
N 2.636 7.345 -1.432 0.29 0.36 0.21
H -0.453 4.099 1.429 0.03 0.19 -0.06
N -1.546 -6.574 1.376 0.17 0.35 0.24
C 3.603 7.723 -0.560 -0.11 -0.10 -0.07
C 1.728 3.400 4.739 -0.16 0.21 -0.14
H -0.813 -4.340 -1.971 -1.02 -0.70 -1.31
C 2.284 5.940 -1.529 0.25 -0.03 0.25
O 0.950 5.310 2.886 0.07 -0.07 0.26
H -3.315 -5.711 0.695 -0.02 0.13 -0.14
H -2.349 -0.680 1.950 0.02 -0.03 -0.07
H 2.663 4.925 1.875 0.07 -0.03 0.04
H 2.535 -5.150 -4.605 -0.59 -0.26 0.88
H -2.063 -4.291 -5.023 0.14 0.30 0.81
H 2.310 9.311 -2.089 0.03 -0.08 0.04
C -0.615 -6.159 2.263 -0.08 -0.05 -0.14
H -0.958 -8.545 1.046 -0.10 -0.11 0.02
N 0.554 -5.672 -4.386 0.67 -0.77 0.76
H -2.625 -8.163 0.543 0.05 0.12 0.01
H -2.045 -5.924 -0.539 -0.15 0.21 -0.03
H 1.942 5.589 -0.553 -0.02 -0.14 -0.10
H -3.337 4.794 2.752 -0.17 0.08 0.01
H -3.521 2.103 0.819 -0.05 0.04 0.04
H 1.497 5.791 -2.267 0.05 0.10 0.03
H -4.469 3.810 1.797 0.08 -0.02 -0.04
H 2.249 2.628 5.303 0.03 0.04 -0.11
N -2.493 3.863 1.092 -0.30 -0.28 -0.06
Cl 2.562 -6.551 -2.664 -0.11 -0.14 -0.16
H -1.906 -4.626 0.664 0.06 -0.08 -0.01
H 0.228 -0.958 -1.166 0.14 -0.14 -0.01
C -2.188 -1.838 -0.321 0.35 0.20 0.10
H 2.106 8.045 -3.319 -0.11 0.14 -0.03
H -0.451 -5.069 2.240 -0.04 0.01 -0.08
H -1.027 4.679 -0.144 0.08 0.05 0.04
H 4.435 3.296 4.154 0.11 -0.09 -0.09
```
Positions in Å, forces in eV/Å.

Its total energy is -2177.89500 Ha. Its total charge is -1. The lowest unoccupied orbital energy is 1.9 eV. The gap between HOMO and LUMO is 6.2126 eV. The value obtained for the highest occupied orbital energy is -4.33 eV.

Mulliken atomic charge list, values in e, 4 entries:
1 O -0.6232
2 H 0.2648
3 H 0.3850
4 H 0.2492